Entry from OMol25: a cluster of 4 separate species, C3H13NO3 in total in a non-equilibrium geometry (ωB97M-V with the def2-TZVPD basis set).

DFT total energy = -10952.69551 eV
Spin multiplicity = 1
Relative energy (zero: lowest compared OMol25 entry of this formula, charge and spin) = 47.9 kcal per mole
Orbital gap = 8.64 eV
SMILES = C=C(C)N.O.O.O
Total charge = 0

Last columns: bonded neighbours and bond lengths (Å).
Atoms and positions in Å:
1 C 0.482 2.657 2.471  C2 1.463, H5 1.111, H6 1.130, H7 1.078
2 C -0.081 2.196 1.201  C1 1.463, C3 1.366, N4 1.395
3 C -1.261 2.570 0.623  C2 1.366, H8 1.148, H9 1.042
4 N 0.650 1.134 0.667  C2 1.395, H10 1.011, H11 1.059
5 H -0.295 3.336 2.884  C1 1.111
6 H 0.419 1.729 3.111  C1 1.130
7 H 1.501 3.002 2.516  C1 1.078
8 H -1.368 2.097 -0.418  C3 1.148
9 H -2.063 2.946 1.173  C3 1.042
10 H 1.140 0.663 1.416  N4 1.011
11 H -0.082 0.522 0.208  N4 1.059
12 H -1.677 -4.101 -6.148  O14 0.995
13 H -2.038 -3.275 -5.084  O14 0.995
14 O -2.543 -3.777 -5.779  H12 0.995, H13 0.995
15 H -1.390 -2.593 -0.319  O17 0.967
16 H -1.770 -3.942 0.161  O17 0.950
17 O -0.996 -3.437 -0.061  H15 0.967, H16 0.950
18 H 3.662 -0.085 1.045  O20 0.939
19 H 3.668 -0.811 -0.288  O20 0.985
20 O 4.043 -0.831 0.622  H18 0.939, H19 0.985



Entry from OMol25: a cluster of 4 separate species, C3H13NO3 in total in a non-equilibrium geometry (ωB97M-V with the def2-TZVPD basis set).

DFT total energy = -10953.69614 eV
Spin multiplicity = 1
Relative energy (zero: lowest compared OMol25 entry of this formula, charge and spin) = 24.8 kcal per mole
Orbital gap = 10.49 eV
SMILES = C=NCC.O.O.O
Total charge = 0

Last columns: bonded neighbours and bond lengths (Å).
Atoms and positions in Å:
1 C -2.588 -0.744 -0.660  C2 1.525, H5 1.095, H6 1.085, H7 1.082
2 C -1.702 0.339 -0.055  C1 1.525, N4 1.438, H8 1.153, H9 1.077
3 C 0.268 1.554 -0.395  N4 1.257, H10 1.096, H11 1.093
4 N -0.371 0.487 -0.577  C2 1.438, C3 1.257
5 H -3.005 -0.383 -1.606  C1 1.095
6 H -2.149 -1.728 -0.789  C1 1.085
7 H -3.427 -0.812 0.020  C1 1.082
8 H -1.647 0.018 1.051  C2 1.153
9 H -2.154 1.305 -0.199  C2 1.077
10 H -0.101 2.495 0.029  C3 1.096
11 H 1.300 1.598 -0.754  C3 1.093
12 H 0.926 -0.425 2.170  O14 0.967
13 H 0.653 -0.785 3.670  O14 0.959
14 O 0.265 -0.416 2.875  H12 0.967, H13 0.959
15 H 1.079 -0.282 -1.815  O17 0.978
16 H 1.920 -0.981 -2.856  O17 0.962
17 O 1.899 -0.172 -2.336  H15 0.978, H16 0.962
18 H 2.777 0.054 0.081  O20 0.964
19 H 3.455 -0.668 1.267  O20 0.961
20 O 2.602 -0.454 0.881  H18 0.964, H19 0.961



Entry from OMol25: a cluster of 4 separate species, C3H13NO3 in total in a non-equilibrium geometry (ωB97M-V with the def2-TZVPD basis set).

DFT total energy = -10943.11438 eV
Spin multiplicity = 2
Relative energy (zero: lowest compared OMol25 entry of this formula, charge and spin) = 85.1 kcal per mole
Orbital gap (alpha / beta) = 8.74 / 4.77 eV
Total charge = +1

Last columns: bonded neighbours and bond lengths (Å).
Atoms and positions in Å:
1 C -2.303 -0.244 1.034  C2 1.581, H5 1.113, H6 1.173, H7 1.156
2 C -0.831 0.285 0.805  C1 1.581, N4 1.419, H8 1.031, H9 1.091
3 C 1.152 -0.401 2.006  N4 1.291, H10 1.096, H11 1.096
4 N 0.103 -0.662 1.300  C2 1.419, C3 1.291
5 H -3.000 0.601 0.831  C1 1.113
6 H -2.445 -0.636 2.130  C1 1.173
7 H -2.427 -1.099 0.266  C1 1.156
8 H -0.627 0.436 -0.194  C2 1.031
9 H -0.845 1.230 1.350  C2 1.091
10 H 1.411 0.508 2.561  C3 1.096
11 H 1.793 -1.270 2.193  C3 1.096
12 H 1.253 1.849 -1.471  O14 0.986
13 H 1.633 3.305 -1.309  O14 0.993
14 O 1.105 2.600 -0.850  H12 0.986, H13 0.993
15 H 0.541 -1.591 -0.235  O17 1.077
16 H 1.114 -2.995 -1.081  O17 1.087
17 O 0.879 -1.941 -1.196  H15 1.077, H16 1.087
18 H 0.284 -0.491 -2.134  O20 1.000
19 H 0.942 0.187 -3.304  O20 0.912
20 O 0.270 0.331 -2.704  H18 1.000, H19 0.912



Entry from OMol25: a cluster of 4 separate species, C3H13NO4 in total in a non-equilibrium geometry (ωB97M-V with the def2-TZVPD basis set).

DFT total energy = -13002.70927 eV
Spin multiplicity = 1
Relative energy (zero: lowest compared OMol25 entry of this formula, charge and spin) = 10.5 kcal per mole
Orbital gap = 10.65 eV
SMILES = CCNC=O.O.O.O
Total charge = 0

Last columns: bonded neighbours and bond lengths (Å).
Atoms and positions in Å:
1 C 0.680 -1.138 1.200  N2 1.321, O5 1.230, H6 1.092
2 N -0.069 -0.918 0.134  C1 1.321, C3 1.457, H7 1.017
3 C -1.342 -1.566 -0.149  N2 1.457, C4 1.555, H8 1.088, H9 1.090
4 C -2.547 -0.646 0.202  C3 1.555, H10 1.087, H11 1.085, H12 1.088
5 O 1.621 -0.412 1.518  C1 1.230
6 H 0.439 -2.031 1.781  C1 1.092
7 H 0.131 -0.124 -0.469  N2 1.017
8 H -1.371 -2.530 0.355  C3 1.088
9 H -1.371 -1.755 -1.222  C3 1.090
10 H -3.062 -0.991 1.095  C4 1.087
11 H -3.231 -0.608 -0.640  C4 1.085
12 H -2.126 0.336 0.407  C4 1.088
13 H 0.527 2.227 -0.480  O15 0.995
14 H -0.068 2.415 -1.915  O15 0.950
15 O 0.241 1.754 -1.307  H13 0.995, H14 0.950
16 H 1.669 0.536 -1.762  O18 0.958
17 H 2.876 -0.086 -1.058  O18 0.958
18 O 2.270 -0.210 -1.790  H16 0.958, H17 0.958
19 H 1.549 1.136 1.207  O21 1.021
20 H 1.669 2.476 1.895  O21 0.970
21 O 1.515 2.135 1.000  H19 1.021, H20 0.970



Entry from OMol25: a cluster of 5 separate species, C3H13NO4 in total in a non-equilibrium geometry (ωB97M-V with the def2-TZVPD basis set).

DFT total energy = -13000.19547 eV
Spin multiplicity = 1
Relative energy (zero: lowest compared OMol25 entry of this formula, charge and spin) = 68.5 kcal per mole
Orbital gap = 10.03 eV
SMILES = C=CN=C.O.O.O.O
Total charge = 0

Last columns: bonded neighbours and bond lengths (Å).
Atoms and positions in Å:
1 C 0.963 -0.993 -2.200  C2 1.326, N4 1.419, H5 1.109
2 C 0.014 -1.820 -1.784  C1 1.326, H6 1.102, H7 1.069
3 C 0.161 0.875 -3.360  N4 1.262, H8 1.096, H9 1.078
4 N 0.618 0.380 -2.293  C1 1.419, C3 1.262
5 H 2.013 -1.045 -2.554  C1 1.109
6 H -0.983 -1.411 -1.550  C2 1.102
7 H 0.068 -2.871 -1.602  C2 1.069
8 H 0.265 1.951 -3.540  C3 1.096
9 H -0.250 0.323 -4.190  C3 1.078
10 H 0.693 0.449 3.405  O12 0.974
11 H 1.524 1.058 4.588  O12 0.958
12 O 1.541 0.859 3.651  H10 0.974, H11 0.958
13 H 1.159 1.244 1.045  O15 0.959
14 H 0.525 0.902 -0.392  O15 0.969
15 O 0.422 1.378 0.446  H13 0.959, H14 0.969
16 H -1.458 -1.926 0.726  O18 0.961
17 H -2.877 -1.471 1.239  O18 0.960
18 O -2.227 -1.381 0.539  H16 0.961, H17 0.960
19 H -1.022 -0.006 1.796  O21 0.973
20 H -0.642 1.353 2.492  O21 0.961
21 O -1.010 0.478 2.640  H19 0.973, H20 0.961



Entry from OMol25: a cluster of 4 separate species, C3H13NO4 in total in a non-equilibrium geometry (ωB97M-V with the def2-TZVPD basis set).

DFT total energy = -12992.61666 eV
Spin multiplicity = 2
Relative energy (zero: lowest compared OMol25 entry of this formula, charge and spin) = 2.6 kcal per mole
Orbital gap (alpha / beta) = 10.08 / 5.63 eV
Total charge = +1

Last columns: bonded neighbours and bond lengths (Å).
Atoms and positions in Å:
1 C 1.196 -1.489 0.974  N2 1.414, O5 1.203, H6 1.097
2 N 0.498 -0.860 -0.082  C1 1.414, C3 1.421, H7 1.052
3 C 0.604 -1.270 -1.438  N2 1.421, C4 1.561, H8 1.108, H9 1.095
4 C 0.146 -0.076 -2.334  C3 1.561, H10 1.093, H11 1.079, H12 1.087
5 O 0.595 -1.542 2.015  C1 1.203
6 H 2.154 -1.948 0.698  C1 1.097
7 H -0.321 -0.263 0.203  N2 1.052
8 H -0.053 -2.118 -1.713  C3 1.108
9 H 1.589 -1.674 -1.698  C3 1.095
10 H 1.001 0.586 -2.496  C4 1.093
11 H -0.597 0.498 -1.804  C4 1.079
12 H -0.316 -0.413 -3.259  C4 1.087
13 H 1.319 2.285 -0.226  O15 0.963
14 H 1.116 2.454 1.285  O15 0.962
15 O 1.211 2.948 0.464  H13 0.963, H14 0.962
16 H -1.170 -0.747 2.250  O18 0.960
17 H -1.392 0.239 3.284  O18 0.966
18 O -1.909 -0.337 2.706  H16 0.960, H17 0.966
19 H -2.477 0.857 0.685  O21 0.959
20 H -1.606 1.909 0.143  O21 0.971
21 O -1.587 0.959 0.342  H19 0.959, H20 0.971